Density functional theory data (ωB97M-V with the def2-TZVPD basis set) for a cluster of 8 separate species, C31H75ClN2O11PS in total in a non-equilibrium geometry.

Positions of all 122 atoms, in Å:
C 1.557 0.582 5.481
C 1.103 2.043 4.979
O 1.387 2.992 5.714
N 0.447 2.104 3.671
C 0.723 3.336 2.893
N -0.894 1.697 3.687
C -1.892 2.328 4.628
C -2.016 3.882 4.814
C -1.442 4.300 6.369
C -2.612 4.184 7.580
O -1.362 3.184 7.347
C -3.298 1.962 3.885
S -4.706 1.353 4.919
C -3.076 1.013 2.605
P -4.113 1.252 1.045
O -5.760 1.165 1.537
Cl -3.784 3.189 0.284
C -1.502 1.351 2.335
O -1.038 0.053 1.902
C 0.210 0.156 1.152
C 0.248 -0.719 -0.179
C -0.809 -1.913 -0.232
C 0.083 0.150 -1.514
C 1.140 1.349 -1.645
C 2.658 0.899 -1.450
C 0.887 2.041 -3.082
H 2.605 0.349 5.080
H 0.874 -0.221 5.025
H 1.495 0.535 6.610
H 1.186 4.189 3.505
H 1.524 3.073 2.114
H -0.159 3.787 2.347
H -0.813 0.733 4.087
H -1.928 1.613 5.504
H -3.078 4.275 4.903
H -1.461 4.540 4.085
H -0.655 5.209 6.440
H -2.501 3.838 8.648
H -2.293 5.274 7.869
H -3.737 2.907 3.400
H -4.695 2.045 6.117
H -3.023 -0.067 2.995
H -5.920 0.216 1.758
H -1.426 2.136 1.523
H 1.032 -0.263 1.840
H 0.460 1.248 0.980
H 1.285 -1.204 -0.217
H -0.463 -2.863 0.287
H -0.960 -2.161 -1.338
H -1.843 -1.641 0.166
H -0.983 0.567 -1.506
H 0.255 -0.573 -2.386
H 0.938 2.175 -0.871
H 2.981 0.329 -2.389
H 2.801 0.289 -0.502
H 3.339 1.819 -1.394
H -0.102 1.653 -3.496
H 1.751 1.843 -3.792
H 0.800 3.164 -2.962
C 3.162 5.637 -5.648
C 1.793 5.674 -4.998
O 1.879 5.255 -3.640
H 3.579 4.628 -5.605
H 3.107 5.951 -6.693
H 3.859 6.294 -5.120
H 1.106 5.001 -5.515
H 1.374 6.685 -5.029
H 2.480 5.859 -3.186
C -7.025 -1.302 -1.669
C -6.225 -2.393 -0.985
O -4.860 -2.003 -0.865
H -6.618 -1.094 -2.662
H -8.073 -1.592 -1.772
H -6.973 -0.368 -1.101
H -6.261 -3.316 -1.566
H -6.621 -2.599 0.015
H -4.834 -1.192 -0.343
C 1.043 -3.799 -4.171
C 0.657 -4.650 -2.977
O -0.503 -4.115 -2.344
H 1.239 -2.770 -3.860
H 1.935 -4.195 -4.662
H 0.228 -3.763 -4.899
H 1.465 -4.666 -2.242
H 0.447 -5.680 -3.283
H -1.215 -4.112 -2.996
C 2.163 -3.000 -8.238
C 3.475 -3.142 -7.492
O 3.447 -4.296 -6.660
H 1.330 -2.921 -7.535
H 2.171 -2.113 -8.876
H 1.975 -3.879 -8.860
H 3.650 -2.272 -6.855
H 4.313 -3.232 -8.190
H 3.302 -5.062 -7.230
C -0.114 8.567 9.035
C -0.102 7.268 8.255
O -0.249 7.528 6.860
H -1.047 9.109 8.862
H -0.008 8.380 10.106
H 0.700 9.221 8.710
H -0.928 6.627 8.568
H 0.836 6.725 8.415
H 0.489 8.087 6.589
C 2.039 -6.939 1.134
C 1.176 -5.773 1.575
O 0.937 -4.894 0.482
H 2.993 -6.581 0.739
H 2.235 -7.617 1.967
H 1.551 -7.499 0.332
H 1.677 -5.203 2.361
H 0.214 -6.124 1.962
H 0.486 -5.400 -0.207
C 4.092 -9.070 -6.550
C 3.135 -7.894 -6.535
O 3.047 -7.313 -7.834
H 5.086 -8.751 -6.874
H 4.173 -9.520 -5.558
H 3.756 -9.834 -7.257
H 3.486 -7.124 -5.845
H 2.135 -8.209 -6.222
H 2.728 -7.994 -8.437

Calculated values
Charge: +1
Gap between HOMO and LUMO in eV: 8.4734
Energy in eV: -91494.1367
HOMO in eV: -11.10